This record from the OMol25 dataset describes a 7-piece molecular cluster, C24H66BCl2O25P6 overall at a distorted geometry. The level of theory is ωB97M-V/def2-TZVPD.

Each line ends with the Löwdin charge.
Geometry (Å):
1 C 2.58 -4.94 5.70  -0.13
2 C 1.13 -4.89 5.05  -0.19
3 B 0.05 -4.02 5.87  -0.58
4 O 0.11 -2.59 6.07  0.03
5 C -1.24 -4.78 6.50  -0.09
6 C -2.17 -5.18 5.30  -0.68
7 Cl -1.89 -4.15 3.79  0.64
8 C -3.72 -5.14 5.66  -0.69
9 C -4.37 -3.71 5.38  -0.18
10 Cl -4.61 -6.40 4.66  0.50
11 H 3.21 -5.59 5.02  0.07
12 H 3.06 -3.92 5.67  0.07
13 H 2.59 -5.28 6.76  0.07
14 H 1.25 -4.44 4.02  0.10
15 H 0.76 -5.95 4.97  0.08
16 H 0.08 -2.21 5.18  0.08
17 H -0.86 -5.74 6.97  0.05
18 H -1.94 -6.26 5.05  0.05
19 H -3.84 -5.32 6.76  0.10
20 H -4.51 -3.52 4.29  0.05
21 H -3.64 -2.94 5.76  0.08
22 H -5.37 -3.67 5.90  0.07
23 C -0.15 0.50 0.53  -0.15
24 O -1.12 -0.04 1.45  -0.26
25 P -2.75 0.27 1.04  0.69
26 O -3.29 -0.04 2.42  -0.29
27 O -2.81 -1.05 0.06  -0.29
28 C -2.36 -2.30 0.54  -0.11
29 O -4.25 0.80 0.42  -0.24
30 C -4.39 0.91 -1.01  -0.13
31 H 0.84 0.15 0.82  0.09
32 H -0.36 0.18 -0.49  0.07
33 H -0.16 1.59 0.58  0.06
34 H -2.41 -2.39 1.63  0.05
35 H -1.32 -2.46 0.22  0.09
36 H -2.97 -3.09 0.09  0.08
37 H -4.60 -0.07 -1.43  0.07
38 H -3.49 1.33 -1.46  0.08
39 H -5.24 1.56 -1.22  0.08
40 C -6.61 -5.66 -1.20  -0.14
41 O -6.62 -4.40 -1.87  -0.27
42 P -5.25 -4.08 -2.85  0.70
43 O -5.56 -2.60 -2.88  -0.28
44 O -5.93 -4.85 -4.13  -0.29
45 C -7.28 -4.58 -4.48  -0.11
46 O -3.81 -3.83 -3.74  -0.24
47 C -3.19 -4.97 -4.35  -0.14
48 H -7.58 -5.80 -0.71  0.09
49 H -6.46 -6.48 -1.91  0.08
50 H -5.83 -5.68 -0.44  0.08
51 H -7.60 -3.59 -4.14  0.09
52 H -7.93 -5.34 -4.04  0.08
53 H -7.38 -4.63 -5.56  0.09
54 H -3.69 -5.20 -5.29  0.08
55 H -3.22 -5.83 -3.69  0.08
56 H -2.15 -4.72 -4.56  0.09
57 C 0.62 4.59 -4.45  -0.13
58 O 0.55 4.13 -3.09  -0.26
59 P 1.51 2.74 -2.74  0.70
60 O 0.77 2.41 -1.46  -0.28
61 O 2.82 3.70 -2.46  -0.28
62 C 2.70 4.83 -1.60  -0.09
63 O 2.51 1.36 -2.69  -0.24
64 C 3.67 1.34 -3.52  -0.14
65 H 0.08 5.53 -4.52  0.08
66 H 1.67 4.75 -4.74  0.07
67 H 0.17 3.85 -5.12  0.08
68 H 1.89 4.73 -0.88  0.10
69 H 2.53 5.72 -2.21  0.08
70 H 3.64 4.96 -1.07  0.08
71 H 4.48 1.89 -3.05  0.08
72 H 3.46 1.75 -4.51  0.08
73 H 3.99 0.30 -3.64  0.08
74 C 1.61 8.55 -7.57  -0.15
75 O 1.85 7.84 -6.35  -0.30
76 P 3.24 8.34 -5.47  0.68
77 O 3.27 7.06 -4.64  -0.30
78 O 2.35 9.49 -4.71  -0.30
79 C 1.09 9.16 -4.15  -0.11
80 O 4.66 8.96 -4.74  -0.26
81 C 4.93 10.36 -4.88  -0.15
82 H 0.65 8.24 -7.98  0.08
83 H 1.58 9.63 -7.38  0.08
84 H 2.40 8.33 -8.29  0.08
85 H 1.02 8.10 -3.89  0.08
86 H 0.30 9.42 -4.86  0.08
87 H 0.95 9.75 -3.25  0.09
88 H 4.34 10.93 -4.17  0.08
89 H 4.71 10.69 -5.90  0.08
90 H 5.99 10.53 -4.68  0.08
91 C -0.34 -9.47 -0.02  -0.17
92 O 0.63 -8.89 0.85  -0.29
93 P 0.03 -8.41 2.39  0.68
94 O 1.21 -7.51 2.69  -0.30
95 O 0.28 -9.93 2.99  -0.30
96 C 1.53 -10.57 2.79  -0.13
97 O -0.84 -7.98 3.82  -0.27
98 C -1.92 -8.83 4.22  -0.15
99 H 0.17 -9.84 -0.91  0.08
100 H -0.84 -10.31 0.47  0.08
101 H -1.07 -8.72 -0.32  0.07
102 H 2.34 -9.85 2.64  0.08
103 H 1.46 -11.23 1.92  0.08
104 H 1.75 -11.18 3.67  0.08
105 H -1.53 -9.69 4.76  0.08
106 H -2.50 -9.15 3.36  0.08
107 H -2.56 -8.26 4.90  0.03
108 C 4.44 9.85 3.33  -0.14
109 O 3.64 8.68 3.18  -0.26
110 P 3.82 7.84 1.69  0.68
111 O 2.53 7.06 1.83  -0.27
112 O 5.10 6.99 2.29  -0.29
113 C 4.98 6.33 3.54  -0.10
114 O 4.16 7.28 0.12  -0.25
115 C 5.49 7.46 -0.38  -0.13
116 H 4.33 10.23 4.34  0.09
117 H 5.50 9.62 3.15  0.08
118 H 4.11 10.62 2.62  0.08
119 H 3.95 6.09 3.79  0.09
120 H 5.41 6.97 4.32  0.08
121 H 5.56 5.41 3.50  0.09
122 H 6.14 6.67 0.00  0.08
123 H 5.89 8.44 -0.11  0.08
124 H 5.47 7.38 -1.47  0.09

Output
Kohn-Sham gap, eV: 0.8
Total charge: -1

***

This record from the OMol25 dataset describes a 6-piece molecular cluster, C24H66ClN9O13P3 overall at a distorted geometry. The level of theory is ωB97M-V/def2-TZVPD.

Each line ends with the Löwdin charge.
Geometry (Å):
1 Cl -1.37 0.82 0.73  0.62
2 O -2.76 0.42 0.98  -0.42
3 O -1.14 1.38 -0.61  -0.40
4 O -0.92 1.71 1.79  -0.40
5 O -0.67 -0.41 0.86  -0.40
6 O -2.69 -5.97 -1.22  -0.26
7 P -2.91 -6.16 -2.64  0.54
8 N -3.89 -7.45 -3.02  -0.30
9 C -4.33 -8.33 -1.91  -0.09
10 C -4.57 -7.68 -4.31  -0.12
11 N -1.40 -6.60 -3.36  -0.32
12 C -0.25 -5.72 -3.23  -0.13
13 C -1.29 -7.32 -4.64  -0.14
14 N -3.35 -4.69 -3.43  -0.29
15 C -4.58 -4.03 -2.95  -0.11
16 C -2.61 -4.02 -4.43  -0.15
17 H -3.94 -9.35 -1.92  0.08
18 H -5.41 -8.33 -1.99  0.07
19 H -4.13 -7.85 -0.95  0.07
20 H -4.23 -6.97 -5.06  0.07
21 H -5.62 -7.41 -4.23  0.07
22 H -4.42 -8.63 -4.81  0.08
23 H -0.50 -4.82 -2.67  0.09
24 H 0.18 -6.36 -2.46  0.09
25 H 0.34 -5.66 -4.15  0.08
26 H -0.24 -7.55 -4.77  0.07
27 H -1.74 -8.30 -4.50  0.07
28 H -1.72 -6.84 -5.52  0.07
29 H -5.41 -4.74 -2.96  0.07
30 H -4.45 -3.59 -1.96  0.08
31 H -4.97 -3.13 -3.41  0.08
32 H -3.25 -3.59 -5.20  0.08
33 H -1.85 -4.63 -4.93  0.06
34 H -2.06 -3.19 -4.00  0.09
35 O 2.01 -6.04 3.03  -0.28
36 P 3.06 -6.88 2.41  0.63
37 N 4.07 -5.94 1.34  -0.29
38 C 4.02 -4.56 1.27  -0.18
39 C 5.21 -6.60 0.48  -0.06
40 N 2.54 -8.26 1.57  -0.31
41 C 3.42 -9.27 1.02  -0.14
42 C 1.17 -8.60 1.92  -0.12
43 N 4.18 -7.60 3.58  -0.31
44 C 5.28 -6.78 4.12  -0.11
45 C 3.79 -8.67 4.47  -0.14
46 H 4.98 -4.07 1.07  0.08
47 H 3.64 -4.14 2.20  0.08
48 H 3.27 -4.33 0.52  0.09
49 H 5.96 -7.05 1.13  0.06
50 H 5.69 -5.90 -0.20  0.07
51 H 4.73 -7.22 -0.28  0.06
52 H 3.45 -9.25 -0.07  0.07
53 H 4.46 -9.07 1.27  0.06
54 H 3.15 -10.27 1.37  0.08
55 H 1.18 -9.01 2.93  0.07
56 H 0.51 -7.73 1.93  0.08
57 H 0.77 -9.38 1.27  0.08
58 H 5.84 -6.39 3.26  0.05
59 H 4.84 -5.97 4.69  0.08
60 H 6.05 -7.33 4.65  0.07
61 H 4.68 -9.11 4.92  0.07
62 H 3.20 -9.42 3.95  0.06
63 H 3.15 -8.37 5.29  0.08
64 O -0.09 8.06 2.98  -0.29
65 P -0.18 9.31 2.17  0.61
66 N 1.36 9.97 1.86  -0.30
67 C 1.75 10.57 0.58  -0.12
68 C 2.48 9.81 2.86  -0.09
69 N -1.09 10.55 2.94  -0.33
70 C -2.41 10.25 3.32  -0.17
71 C -0.55 11.87 3.37  -0.08
72 N -0.85 9.18 0.53  -0.29
73 C -1.01 7.85 -0.10  -0.12
74 C -1.43 10.30 -0.30  -0.10
75 H 1.18 11.47 0.35  0.06
76 H 1.51 9.93 -0.28  0.07
77 H 2.83 10.68 0.59  0.08
78 H 3.47 9.55 2.48  0.07
79 H 2.17 9.14 3.66  0.07
80 H 2.55 10.80 3.31  0.06
81 H -2.37 9.69 4.26  0.08
82 H -3.00 11.16 3.37  0.08
83 H -3.00 9.58 2.69  0.08
84 H -1.21 12.29 4.13  0.08
85 H 0.37 11.79 3.95  0.06
86 H -0.49 12.41 2.43  0.07
87 H -0.65 7.97 -1.13  0.07
88 H -0.37 7.05 0.29  0.08
89 H -2.03 7.47 -0.13  0.08
90 H -0.68 10.98 -0.71  0.05
91 H -1.99 10.95 0.38  0.06
92 H -2.12 10.05 -1.10  0.08
93 C 5.10 3.15 1.60  -0.02
94 O 6.01 3.52 2.63  0.01
95 C 5.57 3.55 3.83  -0.66
96 O 4.42 3.39 4.19  0.14
97 O 6.58 3.87 4.64  0.00
98 C 7.98 4.01 4.29  -0.02
99 H 4.15 3.68 1.66  0.10
100 H 4.86 2.09 1.55  0.10
101 H 5.44 3.34 0.59  0.09
102 H 8.69 3.74 5.07  0.08
103 H 8.27 5.04 4.06  0.09
104 H 8.15 3.30 3.47  0.09
105 C -7.18 6.42 -6.10  -0.08
106 O -6.95 5.93 -4.81  -0.02
107 C -7.07 4.56 -4.60  -0.48
108 O -6.93 3.72 -5.51  0.08
109 O -7.27 4.24 -3.30  0.00
110 C -7.13 2.89 -2.85  -0.05
111 H -8.21 6.77 -6.16  0.09
112 H -7.03 5.68 -6.88  0.09
113 H -6.49 7.25 -6.29  0.09
114 H -6.19 2.40 -3.09  0.10
115 H -7.93 2.22 -3.18  0.09
116 H -7.17 2.79 -1.77  0.09

Output
Kohn-Sham gap, eV: 7.1
Total charge: -1
Energy relative to the best compared isomer or geometry (same formula, charge and spin), eV: 5.722

***

| no. | total energy (Ha) |
| --- | --- |
| 1 | -5828.06019 |
| 2 | -3908.98707 |